{
  "formula": "C62H83FN9W",
  "method": "wB97M-V/def2-TZVPD",
  "total_charge": 1,
  "fmax_ev_per_a": 2.15,
  "gap_ha": [0.1770, 0.1739],
  "e_tot_ha": -3071.8745,
  "homo_energy_ha": [-0.3269, -0.3228],
  "spin_multiplicity": 1,
  "elements": ["W", "C", "C", "C", "C", "C", "C", "C", "C", "C", "C", "C", "C", "C", "C", "C", "C", "N", "C", "C", "C", "N", "C", "C", "C", "N", "C", "C", "C", "C", "C", "C", "C", "C", "C", "C", "C", "C", "N", "C", "C", "H", "H", "H", "H", "H", "H", "H", "H", "H", "H", "H", "H", "H", "H", "H", "H", "H", "H", "H", "H", "H", "H", "H", "H", "H", "H", "H", "H", "H", "H", "H", "H", "H", "H", "H", "H", "H", "H", "H", "H", "H", "H", "H", "H", "C", "C", "C", "C", "C", "C", "C", "C", "C", "C", "C", "C", "N", "C", "C", "C", "C", "C", "C", "F", "H", "H", "H", "H", "H", "H", "H", "H", "H", "H", "H", "H", "H", "H", "H", "H", "H", "H", "H", "H", "H", "C", "C", "C", "N", "H", "H", "H", "H", "H", "C", "N", "C", "C", "N", "N", "C", "C", "H", "H", "H", "H", "H", "H", "H", "H", "H", "H", "H", "H", "H"],
  "xyz": [[-0.413000, -0.081800, 0.095700], [4.899800, -1.704700, 3.550900], [3.920600, -2.729200, 2.973100], [2.563100, -2.139200, 2.776800], [1.513100, -2.146500, 3.653900], [1.572300, -2.733100, 5.027200], [1.084900, -4.183200, 5.078500], [0.427900, -1.446400, 3.013700], [-0.856500, -1.150600, 3.447300], [-2.705800, -0.250200, 1.810600], [-4.076400, -0.611000, 1.943600], [-4.741600, -1.177300, 3.155600], [-4.825400, -0.144700, 4.285200], [-4.700700, -0.221000, 0.765300], [-3.699200, 0.337400, -0.081900], [-3.769400, 0.954700, -1.328900], [-2.647700, 1.461900, -1.972200], [-1.316900, 1.214900, -1.620100], [-0.578100, 1.753200, -2.656300], [0.769600, 1.532500, -2.890700], [1.691700, 0.791900, -2.162200], [1.463500, 0.160100, -0.937000], [2.721200, -0.328700, -0.564100], [3.006300, -1.060500, 0.582600], [2.148100, -1.408600, 1.615700], [0.835500, -1.023600, 1.730000], [3.710200, 0.005500, -1.539100], [3.062200, 0.686900, -2.544300], [3.639100, 1.212200, -3.816400], [3.342200, 0.267700, -4.982900], [5.180000, -0.254200, -1.429800], [5.620700, -1.587100, -2.041300], [-1.420100, 2.441000, -3.593400], [-2.710600, 2.236200, -3.180700], [-3.948000, 2.775100, -3.819500], [-4.176900, 4.234400, -3.413600], [-0.938400, 3.171800, -4.803200], [-0.185500, 4.458700, -4.455600], [-2.494200, 0.308800, 0.565400], [-6.154100, -0.289700, 0.436500], [-6.938700, 0.837800, 1.113500], [5.894800, -2.134700, 3.616300], [4.585900, -1.400600, 4.545900], [4.947700, -0.814200, 2.930800], [3.852400, -3.577500, 3.655300], [4.299200, -3.101300, 2.018300], [0.991400, -2.122300, 5.716200], [2.609300, -2.697400, 5.365200], [0.033400, -4.252800, 4.811100], [1.218300, -4.581100, 6.080900], [1.652400, -4.803900, 4.389500], [-2.499000, -1.706700, 4.687900], [-4.197200, -2.059400, 3.500800], [-5.747800, -1.504100, 2.889500], [-3.852100, 0.305100, 4.465800], [-5.171500, -0.607200, 5.207600], [-5.520200, 0.648100, 4.020300], [-4.733600, 1.071200, -1.797200], [1.155700, 1.975500, -3.793400], [4.034900, -1.364600, 0.705100], [4.717700, 1.325100, -3.712200], [3.224100, 2.197400, -4.035100], [3.803300, -0.700600, -4.807000], [3.735100, 0.666800, -5.914300], [2.269300, 0.125800, -5.087300], [5.485000, -0.222400, -0.382100], [5.709000, 0.552800, -1.939700], [5.256600, -2.426300, -1.455400], [6.706200, -1.643300, -2.075300], [5.243700, -1.680700, -3.056100], [-4.820200, 2.185500, -3.534100], [-3.851700, 2.721100, -4.907200], [-4.302200, 4.317100, -2.336500], [-5.069700, 4.626900, -3.894100], [-3.326500, 4.843000, -3.710300], [-1.788600, 3.418100, -5.439200], [-0.279800, 2.516900, -5.380500], [-0.853200, 5.175900, -3.986200], [0.221400, 4.912600, -5.356200], [0.631500, 4.258400, -3.767800], [-6.571200, -1.249100, 0.751600], [-6.282000, -0.211100, -0.644200], [-6.923300, 0.721200, 2.192800], [-7.973300, 0.829500, 0.781000], [-6.503900, 1.804100, 0.867900], [2.747800, 2.810200, 0.260900], [2.341200, 3.196400, 1.679100], [2.447400, 2.029700, 2.656900], [0.966800, 3.826400, 1.624500], [0.952300, 5.215500, 1.700700], [-0.218200, 5.941100, 1.735700], [-1.412300, 5.252800, 1.723100], [-1.446300, 3.869200, 1.614200], [-2.803600, 3.215200, 1.685200], [-3.758400, 3.757100, 0.623900], [-3.412800, 3.381200, 3.079200], [-0.247900, 3.127900, 1.506300], [-0.329800, 1.676200, 1.401300], [-0.757000, 1.094600, 2.593800], [-0.614900, 1.647500, 3.842900], [-1.084100, 1.146800, 5.108700], [-1.468100, -0.069300, 5.532600], [-1.461000, -1.377700, 4.785400], [-1.507500, -0.191200, 2.582900], [-1.253700, -1.724100, 0.324800], [3.653000, 2.210000, 0.261300], [2.920900, 3.702200, -0.336300], [1.931500, 2.247200, -0.194700], [3.034400, 3.969300, 2.031000], [1.897900, 1.159100, 2.302800], [2.053700, 2.323700, 3.625600], [3.490500, 1.752400, 2.788300], [1.895300, 5.737600, 1.753000], [-0.197000, 7.017500, 1.806200], [-2.336300, 5.801900, 1.816100], [-2.682800, 2.153600, 1.497300], [-3.999700, 4.800400, 0.803900], [-4.680200, 3.181500, 0.650200], [-3.315600, 3.661400, -0.363900], [-3.551000, 4.430400, 3.325400], [-2.772000, 2.926100, 3.829400], [-4.382200, 2.890900, 3.114800], [-0.204400, 2.647900, 3.892200], [-1.121600, 1.926900, 5.861100], [-1.842500, -0.150800, 6.544900], [-0.942900, -2.132200, 5.371900], [-0.834400, -4.040900, -4.102000], [-1.860400, -2.911700, -3.933200], [-1.378300, -1.961200, -2.978200], [-0.937500, -1.258700, -2.182900], [-1.211700, -4.781400, -4.801900], [-0.635000, -4.527000, -3.150500], [0.101700, -3.640200, -4.483000], [-2.816500, -3.305800, -3.573400], [-2.033200, -2.409400, -4.889000], [-1.584900, -4.337200, -0.133800], [-0.210000, -4.536600, 0.252700], [-0.022300, -5.030900, 1.597600], [0.836700, -3.904200, -0.378600], [0.761000, -2.688500, -0.816000], [1.936600, -4.707400, -0.519700], [3.209600, -4.202600, -0.967300], [1.848700, -6.150000, -0.508700], [-2.041200, -5.316900, -0.315500], [-1.622500, -3.739500, -1.039900], [-2.161500, -3.826600, 0.640400], [-0.492800, -4.351900, 2.317100], [1.038100, -5.087500, 1.825500], [-0.468100, -6.022900, 1.707900], [1.546100, -2.453600, -1.418800], [3.306200, -3.152600, -0.700100], [3.330700, -4.319200, -2.051000], [4.005700, -4.766100, -0.475800], [0.808800, -6.456500, -0.446000], [2.404100, -6.573000, 0.333000], [2.275600, -6.545100, -1.434700]],
  "forces_ev_per_a": [[-0.659, 1.235, 0.383], [0.010, -0.187, -0.047], [0.030, 0.268, 0.121], [-0.486, -0.253, 0.540], [0.726, -0.148, -0.182], [-0.100, -0.120, -0.042], [0.074, 0.184, 0.085], [-1.224, 0.335, -0.197], [0.805, -0.056, -0.399], [-0.242, 0.900, -0.990], [-0.300, -0.190, -0.209], [0.028, 0.128, 0.070], [-0.037, -0.210, -0.068], [0.299, -0.319, 0.390], [0.855, 0.186, -0.514], [0.284, -0.209, 0.653], [0.320, -0.216, 0.249], [0.743, 0.610, 0.032], [-1.309, -0.275, 0.932], [1.447, -0.749, 0.644], [-1.939, 0.648, -0.027], [0.176, -0.087, 0.307], [-1.035, -0.428, 1.217], [0.028, 0.582, -0.816], [-1.546, 0.655, -0.026], [0.785, -0.042, -0.563], [-0.037, 0.797, -1.232], [1.234, -0.581, 0.727], [-0.083, -0.082, 0.011], [0.058, 0.099, 0.038], [-0.038, -0.178, -0.099], [0.039, 0.182, 0.080], [-0.150, -0.308, 0.145], [0.290, -0.189, -0.055], [0.022, 0.158, 0.070], [-0.094, -0.144, -0.082], [0.110, 0.109, 0.120], [-0.099, -0.087, -0.153], [-0.299, -0.522, 1.522], [-0.080, 0.238, 0.134], [-0.006, -0.113, -0.149], [0.161, 0.014, 0.066], [-0.009, 0.074, 0.109], [0.010, 0.145, -0.090], [0.006, -0.089, -0.098], [-0.020, -0.109, 0.030], [0.119, 0.052, 0.083], [-0.035, 0.045, 0.052], [-0.130, -0.057, -0.036], [-0.055, -0.097, 0.090], [0.039, -0.081, -0.092], [-0.033, -0.118, -0.054], [-0.060, -0.059, -0.037], [0.017, -0.117, 0.011], [0.057, 0.096, 0.076], [-0.037, -0.001, 0.094], [-0.023, 0.128, 0.001], [-0.078, 0.052, -0.097], [0.062, 0.051, -0.127], [0.083, -0.020, -0.040], [0.016, 0.085, 0.039], [0.096, 0.069, 0.037], [-0.007, -0.145, -0.017], [0.015, 0.031, -0.097], [-0.106, -0.079, -0.076], [0.025, 0.110, 0.004], [-0.011, 0.039, 0.078], [-0.047, -0.122, 0.004], [0.082, -0.056, 0.006], [-0.036, -0.077, -0.121], [0.019, -0.055, -0.109], [-0.053, -0.099, 0.059], [0.016, 0.052, 0.084], [-0.068, 0.083, -0.038], [0.062, 0.118, 0.011], [0.000, -0.077, -0.072], [-0.058, -0.007, -0.093], [-0.036, 0.091, 0.108], [0.056, 0.079, -0.048], [0.108, 0.035, 0.094], [0.078, -0.031, -0.103], [-0.021, -0.120, -0.014], [-0.008, 0.033, 0.144], [-0.126, 0.042, 0.018], [-0.002, 0.107, 0.002], [-0.172, 0.051, 0.099], [0.045, -0.216, -0.154], [-0.024, 0.054, -0.146], [0.196, -0.082, 0.005], [-0.059, 0.086, 0.007], [-0.001, -0.102, 0.014], [0.154, 0.000, -0.015], [-0.019, -0.289, -0.102], [-0.140, -0.074, 0.061], [0.198, -0.154, 0.094], [0.083, -0.104, -0.169], [0.120, 0.290, -0.461], [-0.307, -1.575, -0.030], [-0.321, 0.987, 0.764], [0.190, 0.012, -1.292], [-0.163, -0.485, 0.540], [0.072, 0.155, 0.164], [0.027, 0.047, -0.003], [0.990, 0.241, -1.891], [0.037, -0.445, 0.228], [0.170, -0.131, -0.051], [0.015, 0.099, -0.125], [0.270, 0.125, 0.028], [-0.145, -0.038, -0.020], [0.045, 0.042, 0.074], [-0.001, -0.077, 0.162], [0.182, -0.075, -0.009], [0.164, 0.028, 0.036], [-0.005, 0.113, 0.002], [-0.157, 0.010, -0.024], [-0.024, 0.248, 0.021], [-0.082, 0.175, -0.027], [-0.196, -0.015, -0.056], [0.012, 0.052, -0.145], [-0.036, 0.168, 0.062], [-0.023, 0.031, 0.134], [-0.193, -0.071, 0.046], [0.134, -0.040, -0.048], [-0.105, -0.015, 0.096], [-0.003, 0.053, 0.104], [-0.021, -0.115, -0.078], [-0.093, 0.013, -0.065], [-0.168, -0.746, -0.631], [0.429, 1.209, 0.965], [-0.458, -0.402, -0.452], [0.000, -0.042, -0.048], [0.012, -0.036, 0.077], [0.071, -0.016, -0.035], [0.066, 0.086, -0.088], [-0.086, -0.022, 0.116], [-0.043, -0.092, -0.094], [-0.240, 0.115, 0.330], [-0.036, -0.045, -0.064], [0.211, 0.648, -0.605], [0.458, -0.576, -0.051], [0.336, -0.281, 0.241], [-0.119, 0.092, 0.041], [-0.015, -0.145, -0.092], [-0.081, 0.032, -0.021], [-0.042, 0.007, 0.032], [0.007, 0.049, -0.020], [-0.021, 0.008, 0.062], [0.055, -0.051, 0.060], [0.017, -0.040, 0.086], [-0.045, -0.204, -0.030], [0.047, -0.073, -0.038], [0.047, 0.073, -0.020], [0.051, 0.043, -0.022], [0.070, -0.069, 0.006], [-0.013, -0.069, -0.009], [0.008, -0.063, 0.013]]
}